ORCA calculation (the ωB97M-V functional and the def2-TZVPD basis) on a structure of composition C8H10F4N2 in a non-equilibrium geometry.

Geometry as ORCA input:
```
! RIJCOSX wB97M-V def2-TZVPD def2/J DEFGRID3
* xyz 0 1
C -0.555 -1.397 -1.625
C -1.567 -1.200 -0.532
C 0.703 -1.075 -1.356
C -1.480 -0.209 0.393
C -0.111 0.499 0.511
C 1.064 -0.392 -0.107
C -2.359 0.175 1.524
C -0.395 1.776 -0.262
N 2.282 0.922 -0.715
N 1.690 -1.272 0.772
F 3.238 1.210 0.215
F 3.121 0.314 -1.660
F 2.909 -1.618 0.252
F 2.081 -0.665 1.956
H -0.759 -2.133 -2.363
H -2.602 -1.679 -0.596
H 1.445 -1.139 -2.094
H 0.211 0.722 1.530
H -3.178 -0.514 1.576
H -2.656 1.222 1.456
H -1.770 0.053 2.485
H -0.957 1.610 -1.150
H 0.474 2.312 -0.629
H -0.826 2.478 0.422
*
```

Properties
**HOMO-LUMO gap**: 9.043 eV
**ΔE to the lowest compared entry with this formula, charge and spin**: 170.7 kcal/mol

ORCA calculation (the ωB97M-V functional and the def2-TZVPD basis) on a structure of composition C5H7AlO3 in a non-equilibrium geometry.

Geometry as ORCA input:
```
! RIJCOSX wB97M-V def2-TZVPD def2/J DEFGRID3
* xyz 3 2
O 1.031 -0.207 0.920
C 2.311 -0.093 0.406
O 2.604 -0.623 -0.682
Al 3.998 0.178 -0.353
O 3.099 0.602 1.069
C 0.120 -0.892 0.277
H 0.415 -1.399 -0.646
H -1.712 -1.853 0.760
C -1.246 -0.864 0.777
H -1.370 -0.297 1.704
C -1.576 -0.047 -0.470
C -1.309 1.388 -0.545
H -2.399 -0.477 -1.046
H -1.099 1.811 0.448
H -0.801 0.775 -1.574
H -2.069 1.997 -1.046
*
```

Properties
**HOMO-LUMO gap (spin up / spin down)**: 5.028 / 10.119 eV
**ΔE to the lowest compared entry with this formula, charge and spin**: 102.7 kcal/mol

ORCA calculation (the ωB97M-V functional and the def2-TZVPD basis) on an isolated molecule of C6H13N3O in a non-equilibrium geometry.

Geometry as ORCA input:
```
! RIJCOSX wB97M-V def2-TZVPD def2/J DEFGRID3
* xyz 0 1
C 2.207 -0.302 -0.644
C 1.122 0.961 1.244
C 1.395 0.974 -0.269
C 2.123 -0.767 -2.140
C -1.438 -1.279 0.457
C -2.875 0.590 1.253
N -0.063 0.889 -0.664
N -0.764 1.095 0.472
N -1.570 0.092 0.904
O 2.823 -0.796 0.243
H 1.215 -0.061 1.598
H 1.469 1.752 1.920
H 1.984 1.878 -0.548
H 1.555 -0.129 -2.751
H 2.005 -1.749 -2.148
H 3.141 -0.660 -2.503
H -0.455 -1.491 0.369
H -1.942 -1.902 1.042
H -1.990 -1.454 -0.545
H -3.585 -0.080 0.775
H -2.979 0.868 2.258
H -3.009 1.478 0.764
H -0.370 0.093 -1.088
*
```

Properties
**HOMO-LUMO gap (spin up / spin down)**: 7.531 / 7.525 eV
**ΔE to the lowest compared entry with this formula, charge and spin**: 180.7 kcal/mol

ORCA calculation (the ωB97M-V functional and the def2-TZVPD basis) on a structure of composition C44H54FN6O5SbSr.

Geometry as ORCA input:
```
! RIJCOSX wB97M-V def2-TZVPD def2/J DEFGRID3
* xyz 0 1
Sr 0.306 2.561 -0.064
C 0.005 -6.347 4.688
O 0.774 -5.290 4.148
C 1.001 -5.300 2.811
C 0.559 -6.293 1.948
C 0.867 -6.204 0.592
C 1.562 -5.120 0.096
C 2.026 -4.134 0.972
C 1.751 -4.229 2.317
N 1.909 -5.141 -1.301
N 1.799 -4.130 -2.012
C 1.123 -2.950 -1.564
C -0.159 -2.984 -1.063
C -0.887 -1.822 -0.800
C -0.329 -0.539 -0.972
O -0.944 0.547 -0.740
C 1.047 -0.511 -1.474
N 1.609 0.713 -1.601
C 2.824 0.812 -2.078
C 3.583 -0.306 -2.473
C 3.049 -1.554 -2.326
C 1.740 -1.693 -1.806
H -0.083 -6.142 5.751
H 0.500 -7.311 4.545
H -0.992 -6.380 4.241
H -0.001 -7.143 2.310
H 0.560 -6.992 -0.085
H 2.601 -3.295 0.602
H 2.102 -3.477 3.011
H -0.618 -3.947 -0.862
H -1.891 -1.884 -0.399
H 3.239 1.812 -2.148
H 4.582 -0.166 -2.864
H 3.613 -2.440 -2.591
C -4.701 0.412 -2.368
C -4.454 1.380 -3.514
N -3.142 2.012 -3.417
C -2.998 3.048 -2.559
C -1.827 3.601 -2.162
C -1.950 4.472 -0.888
O -3.101 4.663 -0.487
O -0.863 4.810 -0.345
C -0.613 3.160 -2.795
O 0.540 3.484 -2.484
C -0.775 2.059 -3.759
C 0.375 1.505 -4.316
C 0.325 0.283 -4.915
F 1.445 -0.240 -5.471
C -0.843 -0.487 -4.886
C -2.012 0.109 -4.449
C -2.003 1.407 -3.924
N -0.835 -1.875 -5.130
C 0.380 -2.638 -4.904
C -0.025 -4.085 -4.573
N -1.464 -4.044 -4.148
C -2.347 -3.723 -5.323
C -1.722 -2.512 -6.064
H -5.678 -0.062 -2.476
H -4.678 0.942 -1.416
H -3.931 -0.361 -2.325
H -5.195 2.179 -3.505
H -4.532 0.894 -4.486
H -3.899 3.409 -2.076
H 1.312 2.037 -4.215
H -2.912 -0.492 -4.410
H 0.901 -2.211 -4.053
H 1.057 -2.637 -5.762
H 0.564 -4.492 -3.752
H 0.029 -4.756 -5.429
H -1.543 -3.281 -3.463
H -1.745 -4.913 -3.699
H -3.334 -3.495 -4.926
H -2.406 -4.619 -5.938
H -2.512 -1.827 -6.361
H -1.199 -2.835 -6.972
C -0.522 4.052 6.005
C -1.014 3.023 4.994
Sb -1.051 3.636 2.920
C 0.201 5.381 3.056
C 1.690 5.088 3.200
C -2.919 4.701 2.920
C -3.180 5.630 4.099
H -0.565 3.653 7.022
H -1.121 4.964 5.985
H 0.512 4.341 5.813
H -2.037 2.713 5.224
H -0.399 2.123 5.036
H -0.162 5.990 3.887
H -0.003 5.928 2.133
H 1.911 4.547 4.123
H 2.271 6.014 3.217
H 2.069 4.461 2.392
H -3.705 3.945 2.845
H -2.926 5.233 1.968
H -3.229 5.085 5.044
H -4.130 6.157 3.979
H -2.402 6.390 4.197
C 4.603 2.006 4.154
C 3.513 0.994 3.776
C 2.528 0.858 4.945
C 4.161 -0.369 3.501
C 2.793 1.459 2.577
C 2.175 1.860 1.599
H 5.142 1.674 5.046
H 4.162 2.983 4.355
H 5.317 2.122 3.337
H 3.043 0.505 5.843
H 1.733 0.153 4.696
H 2.067 1.823 5.166
H 4.688 -0.732 4.388
H 4.873 -0.294 2.677
H 3.399 -1.100 3.222
*
```

Properties
**HOMO-LUMO gap**: 6.040 eV
**ΔE to the lowest compared entry with this formula, charge and spin**: 0.0 kcal/mol

ORCA calculation (the ωB97M-V functional and the def2-TZVPD basis) on an isolated molecule of C14H18N4O2 in a non-equilibrium geometry.

Geometry as ORCA input:
```
! RIJCOSX wB97M-V def2-TZVPD def2/J DEFGRID3
* xyz 0 1
C -2.156 -2.709 -2.204
H -2.710 -2.852 -3.128
C -2.572 -1.406 -1.532
C -1.778 -1.175 -0.247
N -2.368 -0.132 0.580
C -2.381 1.189 -0.006
H -2.964 1.831 0.658
C -0.958 1.771 -0.207
N -0.093 1.280 0.847
C 1.168 0.847 0.625
C 1.771 -0.122 1.458
C 3.037 -0.589 1.227
C 3.777 -0.106 0.144
C 3.235 0.864 -0.684
C 1.953 1.346 -0.454
C 1.539 2.409 -1.288
N 1.290 3.295 -1.973
H 3.821 1.255 -1.503
N 5.091 -0.604 -0.101
O 5.684 -0.187 -1.078
O 5.541 -1.420 0.682
H 3.474 -1.346 1.859
H 1.212 -0.541 2.279
C -0.802 1.073 2.088
H -0.109 0.873 2.903
C -1.837 -0.063 1.934
H -2.670 0.119 2.623
H -1.391 -1.025 2.191
H -1.317 2.012 2.318
H -0.569 1.443 -1.172
H -0.998 2.866 -0.208
H -2.894 1.158 -0.967
H -0.722 -0.984 -0.501
H -1.814 -2.096 0.341
H -2.413 -0.583 -2.230
H -3.634 -1.440 -1.281
H -2.349 -3.557 -1.553
H -1.094 -2.694 -2.441
*
```

Properties
**HOMO-LUMO gap**: 7.988 eV
**SMILES**: CCCN1CCN(c2ccc([N+](=O)[O-])cc2C#N)CC1
**ΔE to the lowest compared entry with this formula, charge and spin**: 91.0 kcal/mol

ORCA calculation (the ωB97M-V functional and the def2-TZVPD basis) on a cluster of 3 separate species, C4H14NO2 in total in a non-equilibrium geometry.

Geometry as ORCA input:
```
! RIJCOSX wB97M-V def2-TZVPD def2/J DEFGRID3
* xyz 1 1
C 1.911 -2.467 0.394
C 0.516 -2.245 -0.195
C 0.046 -0.948 -0.747
C 0.322 -0.555 -1.982
N -0.025 0.072 0.324
H 1.895 -3.183 1.229
H 2.709 -2.794 -0.258
H 2.218 -1.539 0.914
H 0.484 -3.012 -0.977
H -0.233 -2.695 0.467
H 0.539 -1.212 -2.814
H 0.300 0.484 -2.301
H -0.128 0.972 -0.161
H 0.859 0.075 0.835
H -0.828 0.012 0.959
H -0.738 4.242 0.341
H -0.315 3.524 -0.837
O -0.055 3.599 0.095
H -2.419 2.144 1.799
H -2.739 0.683 1.929
O -2.201 1.296 1.382
*
```

Properties
**HOMO-LUMO gap**: 11.347 eV
**ΔE to the lowest compared entry with this formula, charge and spin**: 45.7 kcal/mol